The following is a DFT calculation (ωB97M-V/def2-TZVPD) of the ion C10H11N2 with charge +1 in a non-equilibrium geometry.

CARTESIAN COORDINATES (ANGSTROEM)
1 C 1.477 -3.325 0.306
2 C 0.707 2.618 1.560
3 C 1.614 1.660 1.961
4 C -0.216 2.250 0.534
5 C 1.382 0.296 1.604
6 C -0.443 0.978 0.141
7 C 0.344 -0.032 0.720
8 C -1.523 0.558 -0.837
9 C -1.552 -0.943 -1.076
10 C -0.978 -1.182 -2.377
11 N 0.971 -2.278 0.370
12 N 0.136 -1.366 0.377
13 H 1.805 -4.082 0.946
14 H 0.691 3.638 1.742
15 H 2.351 2.011 2.648
16 H -0.807 3.135 0.157
17 H 2.156 -0.349 2.023
18 H -2.476 1.068 -0.326
19 H -1.116 1.134 -1.687
20 H -2.094 -1.733 -0.618
21 H -0.669 -2.327 -2.513
22 H -0.022 -0.623 -2.553
23 H -1.740 -1.107 -3.101

Atomic forces in eV per Å
0.549 1.125 -0.454
-0.726 -2.442 -2.970
-1.663 -0.408 0.132
-0.576 3.007 1.092
0.936 2.041 0.215
0.639 -2.296 1.099
2.404 0.479 1.059
-1.476 1.229 2.057
1.997 2.395 0.001
3.421 -4.299 0.049
-0.581 -0.282 0.294
-2.798 0.857 -1.703
0.350 -1.273 0.457
0.569 1.646 0.933
0.720 -0.528 0.346
0.384 -1.374 0.120
-0.678 -0.605 -0.379
1.620 -1.528 -1.619
-1.256 -0.692 -0.415
-0.891 0.023 0.652
-0.655 2.194 0.404
-1.324 -0.012 -0.170
-0.964 0.744 -1.201

Values from the calculation:
Gap between HOMO and LUMO in eV: 6.704
ΔE to the lowest compared entry with this formula, charge and spin in kJ/mol: 571.3
HOMO energy in eV: -12.06
Net charge: +1
LUMO in Eh: -0.1967

=====

The following is a DFT calculation (ωB97M-V/def2-TZVPD) of a structure of composition C18H17CoN4O7S.

CARTESIAN COORDINATES (ANGSTROEM)
1 Co -0.680 0.072 1.768
2 O -4.430 1.004 1.624
3 C -3.362 0.541 1.322
4 O -2.455 0.142 2.192
5 C -2.988 0.258 -0.135
6 C -2.309 -1.111 -0.231
7 C -2.219 -1.604 -1.668
8 C -1.127 -0.679 -2.262
9 C -0.774 0.203 -1.077
10 O -0.904 -0.755 0.043
11 C -1.890 1.198 -0.747
12 C -1.323 2.271 0.184
13 O -1.404 3.444 -0.089
14 O -0.658 1.812 1.217
15 H -3.904 0.302 -0.719
16 H -2.629 -1.839 0.507
17 H -3.181 -1.512 -2.169
18 H -1.915 -2.648 -1.699
19 H -1.476 -0.079 -3.100
20 H -0.256 -1.245 -2.586
21 H 0.230 0.605 -1.066
22 H -2.255 1.706 -1.636
23 N 1.743 2.406 -3.907
24 C 2.015 2.011 -2.608
25 C 2.601 0.764 -2.355
26 C 2.807 0.341 -1.056
27 C 2.430 1.158 0.004
28 C 1.874 2.410 -0.231
29 C 1.659 2.829 -1.530
30 S 2.636 0.589 1.650
31 O 2.614 1.728 2.513
32 O 3.723 -0.340 1.686
33 N 1.226 -0.243 1.909
34 C 1.070 -1.485 2.424
35 N -0.274 -1.647 2.577
36 C -0.756 -2.772 3.077
37 C 0.115 -3.778 3.443
38 C 1.472 -3.529 3.247
39 N 1.970 -2.406 2.744
40 H 2.301 1.978 -4.628
41 H 1.604 3.393 -4.048
42 H 2.894 0.133 -3.185
43 H 3.265 -0.619 -0.853
44 H 1.587 3.034 0.603
45 H 1.197 3.792 -1.712
46 H -1.832 -2.840 3.188
47 H -0.236 -4.706 3.866
48 H 2.204 -4.285 3.512

Atomic forces in eV per Å
-0.028 -0.010 0.060
-0.006 -0.007 0.003
0.000 0.018 -0.004
0.011 -0.009 0.008
-0.003 -0.007 -0.014
-0.008 0.001 -0.001
0.006 0.001 0.000
-0.001 -0.002 0.004
-0.007 0.007 -0.007
0.007 0.019 0.016
0.006 0.000 0.019
0.020 0.007 -0.028
-0.012 -0.004 0.018
-0.036 -0.008 0.012
-0.002 -0.003 0.002
0.001 -0.001 -0.002
0.000 0.001 0.001
0.000 0.000 -0.001
0.000 0.000 0.000
-0.002 0.000 0.001
0.026 0.012 0.002
0.001 -0.006 -0.004
-0.002 -0.001 -0.003
0.010 0.010 0.005
-0.004 -0.004 -0.002
-0.008 -0.005 0.006
-0.007 -0.003 0.001
-0.007 0.000 -0.004
0.005 0.003 0.000
-0.020 -0.001 0.006
0.012 0.016 0.027
0.011 -0.015 0.002
0.044 -0.029 -0.133
-0.006 0.008 0.062
0.003 0.000 -0.079
-0.013 -0.002 0.033
-0.007 0.012 0.005
0.003 -0.009 -0.004
0.007 0.018 0.007
-0.001 0.000 0.001
-0.002 -0.001 0.001
0.002 0.000 -0.001
0.002 0.001 0.000
0.010 -0.003 -0.015
-0.002 -0.004 0.002
0.000 0.001 -0.005
0.000 -0.001 -0.001
-0.001 0.001 0.004

Values from the calculation:
Gap between HOMO and LUMO (spin up / spin down) in eV: 6.867 / 6.851
ΔE to the lowest compared entry with this formula, charge and spin in kJ/mol: 0.0
HOMO energy (spin up / spin down) in eV: -8.70 / -8.71
LUMO (spin up / spin down) in Eh: -0.0675 / -0.0685

=====

The following is a DFT calculation (ωB97M-V/def2-TZVPD) of a cluster of 12 separate species, C4H22BO19 in total in a non-equilibrium geometry.

CARTESIAN COORDINATES (ANGSTROEM)
1 O -0.360 -3.044 1.164
2 C -0.096 -1.893 1.016
3 O -0.914 -0.858 0.943
4 B -0.165 0.364 0.603
5 O 1.246 -0.079 0.556
6 C 1.329 -1.343 0.812
7 O 2.337 -1.994 0.924
8 O -0.395 1.461 1.567
9 C -0.795 2.536 0.909
10 O -0.942 3.624 1.383
11 C -0.953 2.168 -0.566
12 O -0.583 0.922 -0.707
13 O -1.256 2.938 -1.422
14 O -4.281 3.116 -2.226
15 H -3.557 2.477 -2.246
16 H -4.328 3.398 -1.307
17 O -0.117 5.003 -3.156
18 H 0.589 5.315 -2.580
19 H -0.538 4.283 -2.657
20 O -1.571 -5.975 -0.186
21 H -0.687 -5.581 -0.174
22 H -1.752 -6.146 -1.117
23 O -1.530 -5.417 2.598
24 H -1.159 -4.616 2.201
25 H -1.575 -6.042 1.863
26 O 1.295 0.568 -2.847
27 H 0.419 0.681 -2.440
28 H 1.241 -0.261 -3.338
29 O 3.166 -3.607 -1.361
30 H 4.122 -3.503 -1.404
31 H 2.914 -3.213 -0.508
32 O -3.065 -1.095 -2.117
33 H -3.090 -1.941 -2.576
34 H -2.203 -1.075 -1.682
35 O 2.369 3.886 1.454
36 H 1.495 4.004 1.849
37 H 2.297 3.082 0.925
38 O -1.963 5.795 3.301
39 H -1.438 5.008 3.106
40 H -2.221 6.124 2.434
41 O 2.058 -3.775 3.508
42 H 1.330 -3.199 3.760
43 H 2.460 -3.346 2.739
44 O 3.860 0.707 -1.126
45 H 3.929 0.211 -0.301
46 H 3.082 0.336 -1.571

Atomic forces in eV per Å
-0.348 -0.374 0.173
0.351 0.486 -0.356
-0.319 0.016 -0.085
-0.146 -0.143 0.318
-0.006 1.067 -0.152
0.224 -0.853 0.485
0.093 0.117 -0.134
0.191 -0.429 -0.453
0.149 0.045 0.723
-0.147 0.191 -0.019
0.356 0.610 0.363
-0.048 -0.808 -0.104
-0.405 0.043 -0.560
-0.082 -0.115 0.060
-0.022 0.137 -0.034
0.070 0.009 -0.076
-0.053 -0.149 0.143
-0.046 -0.053 -0.024
0.111 0.294 -0.179
0.263 -0.003 -0.281
-0.172 0.015 0.008
0.007 -0.023 0.100
0.126 -0.021 0.063
-0.126 -0.144 0.069
-0.138 0.176 0.092
-0.173 -0.251 0.038
0.382 -0.031 -0.094
-0.012 0.130 0.005
-0.056 0.045 0.200
-0.067 0.035 0.004
0.097 -0.091 -0.241
0.166 -0.037 -0.059
-0.014 0.070 0.070
-0.138 0.029 0.050
-0.180 -0.069 0.004
0.107 -0.036 -0.097
0.107 0.075 0.063
0.040 0.001 0.047
-0.109 0.048 -0.117
0.059 -0.086 0.023
0.232 0.109 -0.031
-0.010 -0.081 -0.063
-0.222 -0.060 0.072
-0.011 -0.205 0.051
-0.078 0.036 -0.096
-0.002 0.276 0.034

Values from the calculation:
Gap between HOMO and LUMO in eV: 10.461
ΔE to the lowest compared entry with this formula, charge and spin in kJ/mol: 49.4
HOMO energy in eV: -8.53
Net charge: -1
LUMO in Eh: 0.0710

=====

The following is a DFT calculation (ωB97M-V/def2-TZVPD) of the molecule C4H7NO.

CARTESIAN COORDINATES (ANGSTROEM)
1 C 1.885 0.168 -0.089
2 C 0.512 0.659 -0.481
3 C -0.393 -0.195 -1.332
4 N -0.637 -0.036 0.052
5 C -1.326 -0.327 1.078
6 O -2.459 -1.047 0.987
7 H 2.201 0.550 0.888
8 H 2.615 0.500 -0.835
9 H 1.895 -0.925 -0.074
10 H 0.389 1.746 -0.424
11 H -1.126 0.348 -1.937
12 H -2.510 -1.401 0.083
13 H -1.046 -0.040 2.083

Atomic forces in eV per Å
0.030 -0.049 -0.010
0.232 0.150 0.179
-0.115 0.070 -0.150
-0.262 -0.115 0.399
0.206 0.109 -0.151
0.109 -0.024 -0.209
-0.050 -0.037 -0.118
-0.107 -0.019 0.083
-0.015 0.126 -0.008
-0.040 -0.160 -0.058
0.067 -0.098 0.073
-0.074 0.039 0.097
0.017 0.007 -0.128

Values from the calculation:
Gap between HOMO and LUMO in eV: 8.155
ΔE to the lowest compared entry with this formula, charge and spin in kJ/mol: 415.1
HOMO energy in eV: -7.29
LUMO in Eh: 0.0320

=====

Question: ΔE to the lowest compared entry with this formula, charge and spin of number 4 (C4H7NO)?
Answer: 415.1 kJ/mol

=====

Question: Among the records above, which one has the lowest ΔE to the lowest compared entry with this formula, charge and spin?
Answer: C18H17CoN4O7S

=====

Question: The lowest ΔE to the lowest compared entry with this formula, charge and spin belongs to which entry?
Answer: C18H17CoN4O7S

=====

Question: Which of these has the highest ΔE to the lowest compared entry with this formula, charge and spin?
Answer: C10H11N2